[1]
Computed, not measured: 8 unconnected molecules or ions with the total composition C26H69N3O5 in a non-equilibrium geometry, with ωB97M-V with the def2-TZVPD basis set.

The geometry in XYZ format:
```
103
Properties=species:S:1:pos:R:3:forces:R:3:lowdin_charge:R:1
C -2.335114 1.045680 1.593654 -0.474 -0.316 -0.580 -0.09
C -2.713631 2.264322 0.701355 1.323 0.408 1.910 -0.18
N -1.741097 3.415753 0.965610 -0.210 0.019 -0.120 -0.19
C -1.618536 3.739539 2.394499 -0.747 -0.186 -0.073 -0.26
C -2.906663 4.215614 3.115374 0.555 -0.173 -0.017 -0.07
C -2.027221 4.689118 0.223056 -0.732 -1.183 0.199 -0.25
C -1.775300 4.503472 -1.239897 0.170 -0.594 -0.436 -0.09
H -2.480839 1.140601 2.669691 0.151 0.684 -0.028 0.06
H -1.338792 0.637713 1.423331 0.082 0.195 -0.145 0.06
H -3.055415 0.258515 1.370834 0.052 -0.227 -0.367 0.07
H -2.743525 1.955027 -0.343422 0.272 0.301 0.045 0.09
H -3.723929 2.497626 1.037446 -0.298 0.527 -0.317 0.10
H -1.230370 2.899867 2.971022 0.012 -0.246 -0.285 0.08
H -0.831408 4.490527 2.461974 -0.150 0.234 0.077 0.11
H -3.741474 3.514995 3.133371 0.259 -0.432 -0.165 0.06
H -2.571790 4.315167 4.147865 -0.416 0.509 0.149 0.07
H -3.341289 5.129061 2.709401 0.364 0.235 0.202 0.07
H -1.511160 5.577816 0.586371 0.439 -0.483 0.519 0.12
H -3.090030 4.888968 0.359406 -0.294 0.382 -0.030 0.11
H -1.725206 5.463570 -1.753518 -0.455 -0.184 -0.232 0.08
H -2.543660 3.812913 -1.587517 -0.181 0.454 -0.668 0.06
H -0.846344 3.977604 -1.460341 0.299 0.159 0.316 0.07
C -3.904779 0.196579 -6.230283 -0.051 -0.177 -0.268 -0.10
C -3.362397 -0.846564 -5.266854 -0.216 0.936 0.011 -0.28
N -3.321692 -0.268900 -3.913565 0.851 0.124 0.258 -0.18
C -4.604153 0.339953 -3.419787 0.781 -0.951 0.341 -0.23
C -5.747204 -0.673847 -3.215120 -0.010 0.828 -0.417 -0.08
C -2.675737 -1.271347 -3.017718 -1.660 0.976 0.284 -0.23
C -2.444589 -0.771369 -1.583927 0.324 -0.309 -0.325 -0.08
H -3.209722 1.031219 -6.138796 -0.403 0.380 0.102 0.08
H -4.934079 0.475073 -6.004295 0.125 0.205 -0.121 0.06
H -3.858797 -0.086733 -7.281819 -0.060 -0.390 0.058 0.07
H -3.857400 -1.817681 -5.265978 -0.478 -0.176 -0.214 0.11
H -2.359595 -1.025002 -5.654980 0.356 -0.192 0.599 0.11
H -4.434640 0.858436 -2.476112 0.444 -0.153 0.075 0.09
H -4.879638 1.156010 -4.087810 -0.091 -0.298 -0.156 0.10
H -6.590921 -0.210688 -2.703527 -0.036 0.185 -0.034 0.07
H -6.094291 -0.946936 -4.211637 -0.124 -0.593 0.152 0.07
H -5.469645 -1.526788 -2.595809 0.165 -0.094 -0.317 0.07
H -1.755086 -1.653264 -3.458883 0.019 0.384 -0.095 0.09
H -3.372738 -2.109292 -3.005512 0.059 -0.622 0.354 0.10
H -2.151166 -1.620641 -0.966888 0.101 -0.016 0.066 0.06
H -3.309894 -0.324759 -1.094142 -0.159 -0.098 -0.272 0.05
H -1.639390 -0.037663 -1.546057 0.061 0.075 -0.050 0.07
C 0.690086 -5.134161 4.577572 0.513 1.002 -0.289 -0.08
C 0.823814 -4.456397 3.196824 -0.264 -0.589 0.102 -0.29
N 1.322054 -3.087319 3.162367 1.295 1.253 0.812 -0.15
C 2.709851 -2.925394 3.849568 -1.555 0.042 -0.959 -0.22
C 3.827953 -3.633256 3.129657 0.539 -0.356 -0.342 -0.11
C 1.319360 -2.512650 1.765402 -0.938 -1.230 1.122 -0.23
C -0.117627 -2.428619 1.186294 0.908 0.256 0.233 -0.08
H 0.116109 -4.483412 5.237236 -0.004 -0.029 0.112 0.08
H 1.682715 -5.273862 5.005696 -0.088 -0.201 0.209 0.06
H 0.177602 -6.093332 4.503732 0.119 0.038 -0.144 0.07
H 1.433342 -5.102630 2.565209 0.269 -0.322 -0.297 0.10
H -0.179641 -4.514939 2.775213 0.033 0.403 -0.181 0.10
H 2.962446 -1.865375 3.875313 -0.375 0.198 -0.127 0.08
H 2.640498 -3.213895 4.898395 -0.228 -0.229 -0.119 0.10
H 3.724592 -4.718329 3.125416 -0.113 -0.039 -0.051 0.07
H 3.907428 -3.290315 2.098071 -0.164 -0.115 -0.133 0.06
H 4.814015 -3.423478 3.544112 -0.046 0.093 0.375 0.08
H 1.922924 -3.189227 1.160364 0.090 0.083 -0.575 0.10
H 1.763183 -1.517865 1.726263 0.143 -0.012 0.396 0.09
H -0.035937 -1.963355 0.203969 -0.120 -0.207 -0.205 0.04
H -0.751986 -1.765687 1.774686 0.039 -0.107 0.239 0.07
H -0.582679 -3.412200 1.120059 -0.010 0.167 -0.205 0.06
C 0.811398 0.798604 3.963123 -0.548 0.423 -0.245 -0.15
O 1.162813 1.487503 5.148452 0.413 0.022 0.183 -0.11
H -0.274862 0.758626 3.882172 -0.237 -0.629 0.175 0.06
H 1.077324 1.313140 3.039745 0.644 0.154 0.045 0.06
H 1.270415 -0.189565 3.993257 -0.249 0.038 -0.004 0.07
H 1.033215 2.432414 5.039153 -0.039 -0.018 -0.150 0.07
C 5.033320 -0.176088 1.845764 -0.824 0.791 -0.437 -0.10
O 4.454479 0.915534 1.028139 0.602 -1.507 0.710 -0.14
H 4.246559 -0.888083 2.095115 -0.321 0.352 -0.070 0.04
H 5.771279 -0.786131 1.324833 0.300 0.463 -0.212 0.08
H 5.413432 0.234235 2.781309 0.186 -0.105 -0.066 0.08
H 5.043241 1.670078 1.103151 0.039 -0.046 0.078 0.05
C 1.453719 1.990290 0.116139 -0.538 0.255 0.983 -0.15
O 1.128685 3.264294 0.648972 0.862 0.535 -0.400 -0.14
H 1.581033 1.366853 1.001132 0.416 -0.681 -0.363 0.05
H 0.615926 1.595219 -0.458425 0.021 -0.117 -0.320 0.06
H 2.368654 2.028683 -0.475059 -0.086 0.024 0.057 0.07
H 0.173708 3.362202 0.643893 -0.717 -0.184 0.031 0.00
C 5.227638 3.124494 -1.948877 0.865 -1.602 -0.457 -0.20
O 5.125806 4.071833 -0.957096 -0.389 1.482 0.819 -0.10
H 4.746991 2.196587 -1.638926 -0.496 -0.150 -0.334 0.06
H 4.867299 3.472303 -2.917006 -0.283 0.200 0.332 0.09
H 6.270585 2.838969 -2.086152 0.331 0.007 -0.315 0.08
H 5.508497 3.725655 -0.147588 -0.029 0.072 -0.070 0.07
C 1.624147 -1.028272 -2.693099 -0.686 -0.025 0.650 -0.16
C 1.013536 -2.423211 -2.858451 0.167 0.062 -0.983 -0.16
C 2.309442 -3.223273 -3.078555 -0.836 1.135 0.013 -0.17
O 3.205803 -2.589876 -2.156030 1.563 -2.721 -0.065 -0.12
C 2.799647 -1.351225 -1.784673 -1.425 2.564 -0.112 -0.27
H 0.942298 -0.294683 -2.262954 -0.014 0.021 0.021 0.10
H 2.041885 -0.604167 -3.606190 -0.379 -0.277 -0.350 0.12
H 0.302393 -2.460852 -3.683656 0.173 -0.196 -0.185 0.10
H 0.479107 -2.784653 -1.979902 0.143 0.215 0.249 0.10
H 2.678753 -3.026869 -4.085103 0.033 -0.210 -0.221 0.12
H 2.204189 -4.298759 -2.935846 0.325 0.118 0.405 0.12
H 3.507905 -0.545206 -1.976492 0.772 -0.347 0.283 0.12
H 2.479988 -1.270171 -0.745753 0.174 -0.322 0.366 0.10
```
Forces are in eV/Å.

**2S+1**: 1
**DFT total energy**: -42784.3967 eV
**SMILES**: CCN(CC)CC.CCN(CC)CC.CCN(CC)CC.C1CCOC1.CO.CO.CO.CO

***

[2]
Computed, not measured: 2 unconnected molecules or ions with the total composition C20H21BNO12P in a non-equilibrium geometry, with ωB97M-V with the def2-TZVPD basis set.

The geometry in XYZ format:
```
56
Properties=species:S:1:pos:R:3:forces:R:3:lowdin_charge:R:1
C 3.242921 -3.439872 3.165741 -0.136 1.152 -0.390 0.03
C 3.419742 -2.491147 1.982570 0.861 -0.618 0.033 -0.50
O 3.906632 -2.815397 0.934953 -0.661 0.313 0.300 0.15
O 3.003047 -1.202516 2.258036 -0.784 -0.784 0.039 -0.03
C 1.991840 -0.752985 1.346144 0.745 0.186 -0.163 -0.09
C 2.538907 0.454136 0.504716 -0.020 -0.664 0.818 -0.32
P 2.336011 0.139480 -1.369307 -0.034 -0.629 -0.532 0.81
O 3.590779 -0.302200 -1.998654 0.252 0.399 0.058 -0.36
O 3.956629 0.316205 0.613628 0.888 0.197 -0.157 0.04
C 4.557727 1.497448 0.287506 -0.705 0.094 0.087 -0.52
O 5.708510 1.694751 0.057812 -1.038 -0.239 0.316 0.20
O 3.557109 2.432283 0.308432 0.748 0.540 -0.547 0.08
C 2.360197 1.932555 0.992536 2.784 0.333 -1.675 -0.35
C 2.680442 2.316397 2.445097 -1.086 -0.298 0.931 0.07
B 1.720032 1.782214 3.603065 -0.461 0.347 -0.076 -0.61
O 1.865402 0.576723 4.235151 -0.259 0.343 -0.538 0.18
O 0.621334 2.580091 3.973810 0.560 -0.105 0.005 0.12
O 1.403274 2.728898 0.317308 -0.964 -1.407 1.045 0.09
C 0.106490 2.568629 0.788638 -1.061 1.558 0.332 -0.37
O -0.466628 3.541425 1.203342 0.463 -0.378 -0.411 0.18
C -0.626354 1.260026 0.790819 0.704 0.116 -0.003 -0.14
C -1.330614 0.969940 1.942559 -0.217 0.996 1.129 -0.03
C -2.012509 -0.205727 2.114003 -0.023 -0.381 0.041 -0.06
C -1.951018 -1.157406 1.105759 -0.632 -0.042 0.990 -0.07
C -1.334066 -0.833473 -0.072157 -0.202 -1.369 -1.193 -0.08
C -0.692612 0.366295 -0.254976 0.635 0.468 -0.507 -0.06
H 3.969195 -3.132308 3.924920 -0.132 -0.246 0.020 0.09
H 3.380376 -4.468969 2.844817 0.075 0.112 0.091 0.09
H 2.237850 -3.247954 3.555920 0.193 -0.285 0.138 0.09
H 1.117013 -0.518475 1.955815 -0.013 0.173 -0.339 0.12
H 1.782471 -1.583507 0.662739 -0.241 0.261 0.047 0.12
H 1.756643 1.283445 -1.966577 -0.149 -0.120 0.313 0.04
H 1.383246 -0.907817 -1.465171 -0.169 0.498 0.250 0.03
H 2.649570 3.411855 2.480495 -0.093 -0.171 -0.215 0.14
H 3.707738 2.046425 2.715535 -0.155 -0.329 -0.455 0.14
H 0.990339 0.405869 4.610829 0.246 -0.193 0.462 0.12
H 0.773301 2.997442 4.828320 -0.317 -0.002 0.061 0.11
H -1.364054 1.718406 2.729826 0.128 -0.067 -0.125 0.12
H -2.578427 -0.366282 3.025293 0.107 -0.111 -0.077 0.11
H -2.433017 -2.114544 1.274226 0.060 0.021 -0.309 0.11
H -1.382268 -1.573264 -0.876967 0.192 0.390 0.124 0.10
H -0.250408 0.617732 -1.212811 -0.095 -0.078 0.045 0.09
C -6.049673 -0.092720 -4.743600 -0.009 0.002 -0.004 -0.07
C -5.828903 -1.204062 -3.940862 0.020 0.122 -0.082 -0.06
C -4.535036 -1.587343 -3.627535 -0.097 -0.201 0.160 0.00
C -3.475516 -0.846408 -4.121379 -0.333 0.082 -0.083 -0.15
C -3.680043 0.259164 -4.928237 0.107 0.222 -0.145 0.00
C -4.976437 0.635278 -5.239834 -0.087 -0.103 0.077 -0.06
N -2.104221 -1.234409 -3.772007 0.081 -0.031 -0.031 -0.35
O -1.953380 -2.220303 -3.075818 -0.039 -0.043 0.033 0.06
O -1.196830 -0.547011 -4.191702 0.040 0.070 0.042 0.08
H -7.061810 0.207679 -4.982526 0.015 -0.010 -0.004 0.11
H -6.666488 -1.770342 -3.556780 0.030 -0.017 0.005 0.11
H -4.366455 -2.452493 -3.002895 0.156 0.039 -0.021 0.12
H -2.847094 0.829379 -5.313411 0.088 -0.107 0.086 0.12
H -5.150908 1.498764 -5.867152 0.037 -0.006 0.003 0.11
```
Forces are in eV/Å.

**2S+1**: 1
**DFT total energy**: -57104.5835 eV
**SMILES**: CC(=O)OC[C@]1([PH2]=O)OC(=O)O[C@@]1(CB(O)O)OC(=O)c1ccccc1.O=[N+]([O-])c1ccccc1

***

[3]
Computed, not measured: 2 unconnected molecules or ions with the total composition C6H14N2O2 in a non-equilibrium geometry, with ωB97M-V with the def2-TZVPD basis set.

The geometry in XYZ format:
```
24
Properties=species:S:1:pos:R:3:forces:R:3:lowdin_charge:R:1
C 2.494025 -1.160763 1.659710 0.408 0.099 -0.076 0.00
C 1.079677 1.621583 -0.464243 -0.718 0.386 -0.995 -0.09
C 2.113835 -0.398781 0.419780 -0.309 0.117 0.018 -0.56
O 2.286342 -0.833971 -0.705194 -0.077 -0.131 -0.066 0.04
N 1.552067 0.820377 0.624487 0.174 0.310 -0.110 0.01
H 3.461649 -1.616947 1.476276 0.144 -0.033 0.047 0.08
H 1.500881 1.247658 1.531372 -0.005 -0.443 0.127 0.13
H 1.717666 1.593199 -1.355328 0.298 0.066 0.481 0.09
H 2.557375 -0.506481 2.520500 0.011 0.046 0.248 0.07
H 1.800915 -1.964467 1.875385 -0.325 -0.018 -0.121 0.08
H 0.099487 1.327727 -0.857852 0.031 -0.391 0.327 0.05
H 0.909545 2.645548 -0.139474 0.426 0.118 0.096 0.08
C -1.033551 -0.955249 -1.846976 -0.454 -0.725 -0.502 -0.07
C -3.009941 1.067027 0.715455 -0.437 0.379 -0.057 -0.01
C -2.015955 0.102598 0.135109 0.594 -0.756 0.629 -0.57
O -1.228812 -0.474382 0.871310 0.095 0.165 -0.015 0.03
N -2.022125 -0.127460 -1.202388 -0.391 0.626 0.397 0.00
H -2.782403 0.278082 -1.718651 0.158 -0.002 -0.266 0.13
H -1.537278 -1.582058 -2.573718 -0.130 0.162 -0.550 0.08
H -4.019211 0.890727 0.344419 -0.051 0.024 -0.102 0.08
H -0.228039 -0.398594 -2.329533 -0.019 -0.067 0.228 0.08
H -0.655248 -1.700971 -1.163839 0.426 0.322 0.511 0.08
H -3.021946 0.971139 1.798342 0.092 -0.184 -0.069 0.08
H -2.747313 2.104245 0.494639 0.057 -0.071 -0.181 0.08
```
Forces are in eV/Å.

**2S+1**: 1
**DFT total energy**: -13525.0121 eV
**SMILES**: CNC(C)=O.CNC(C)=O

***

[4]
Computed, not measured: 2 unconnected molecules or ions with the total composition C4H10N2O2 in a non-equilibrium geometry, with ωB97M-V with the def2-TZVPD basis set.

The geometry in XYZ format:
```
18
Properties=species:S:1:pos:R:3:forces:R:3:lowdin_charge:R:1
C -0.583137 3.601047 -1.693154 -0.563 -1.751 -3.015 -0.01
C -0.062991 2.291040 -1.028077 -3.339 -1.192 -6.972 -0.57
O 0.508121 2.041739 -0.070202 2.975 0.577 6.023 0.10
N -0.267094 1.152666 -1.900532 -0.661 4.255 -0.173 0.12
H -0.658398 4.510755 -1.222192 1.391 1.994 1.829 0.03
H -1.661047 3.643935 -1.985535 0.408 -1.426 0.131 0.08
H -0.005303 0.315233 -1.465789 -0.032 -1.452 -0.012 0.06
H -0.832052 1.333662 -2.724514 0.236 -1.056 0.359 0.08
H -0.081365 3.687133 -2.730984 -0.411 0.074 1.837 0.11
C 0.279784 -0.875786 1.423762 1.025 1.978 -1.832 -0.04
C 0.084630 -2.393473 1.311174 -3.141 1.033 -0.129 -0.59
O -1.074671 -2.840267 1.300137 1.298 0.465 0.356 -0.01
N 1.094500 -3.231342 1.069154 0.743 -1.195 -0.211 0.15
H -0.591794 -0.294207 0.937100 1.414 -1.509 -0.453 0.09
H 1.324266 -0.502180 0.976399 -2.413 -0.732 0.986 0.11
H 0.801549 -4.188615 0.855244 0.245 0.690 0.213 0.12
H 2.057855 -2.999600 0.926885 0.034 0.354 0.104 0.10
H 0.077133 -0.304124 2.331310 0.792 -1.106 0.958 0.07
```
Forces are in eV/Å.

**2S+1**: 1
**DFT total energy**: -11384.6531 eV
**SMILES**: CC(N)=O.CC(N)=O

***

DFT total energy of number 4 (C4H10N2O2)? -11384.6531 eV